Entry 1:
Molecular formula: C51H62CoN5O3P
Method: DFT, ωB97M-V/def2-TZVPD

The HOMO energy (spin up / spin down) comes out at -6.8 / -6.9 eV. As for the net charge: 0. The LUMO energy (spin up / spin down) comes out at -1.229 / -1.183 eV. The gap between HOMO and LUMO (spin up / spin down) comes out at 5.53 / 5.69 eV. As for the spin multiplicity: 2.

Cartesian coordinates (Å):
1 Co 0.0202 -0.2550 0.0462
2 C 2.6602 5.9166 -1.9002
3 C 3.3560 5.3033 -0.6762
4 C 4.8610 5.5305 -0.8312
5 C 2.8977 6.0360 0.5918
6 C 2.9917 3.8266 -0.6018
7 C 1.6653 3.4722 -0.3979
8 C 1.2975 2.1345 -0.3095
9 N 0.0575 1.5922 -0.1039
10 C -1.1806 2.1629 0.0041
11 C -1.5596 3.4947 0.1418
12 C -2.9003 3.8453 0.1729
13 C -3.8668 2.8477 0.0317
14 C -3.5502 1.5013 -0.0815
15 C -2.1886 1.1503 -0.0682
16 O -1.7429 -0.0754 -0.1872
17 C -4.5898 0.3980 -0.2003
18 C -4.3547 -0.3412 -1.5252
19 C -4.4249 -0.5754 0.9747
20 C -6.0264 0.9247 -0.1899
21 C -3.2516 5.3101 0.4024
22 C -2.6260 6.1717 -0.7045
23 C -2.6890 5.7254 1.7703
24 C -4.7577 5.5812 0.4120
25 C 2.2702 1.1032 -0.5011
26 O 1.7837 -0.1319 -0.4560
27 C 3.5955 1.4497 -0.7905
28 C 3.9167 2.8100 -0.7933
29 C 4.7130 0.4767 -1.1668
30 C 4.3065 -0.9946 -1.0716
31 C 5.9261 0.6745 -0.2466
32 C 5.1417 0.7618 -2.6169
33 H 2.9458 6.9602 -2.0113
34 H 1.5790 5.8663 -1.8108
35 H 2.9507 5.3829 -2.8021
36 H 5.0669 6.5992 -0.8266
37 H 5.2176 5.1261 -1.7750
38 H 5.4128 5.0752 -0.0131
39 H 3.2080 7.0780 0.5560
40 H 3.3424 5.5824 1.4735
41 H 1.8182 6.0129 0.7032
42 H 0.9208 4.2424 -0.3247
43 H -0.8175 4.2606 0.2724
44 H -4.9023 3.1339 0.0238
45 H -3.3566 -0.7673 -1.5398
46 H -4.4563 0.3458 -2.3640
47 H -5.0778 -1.1453 -1.6430
48 H -3.4140 -0.9716 1.0106
49 H -5.1213 -1.4059 0.8714
50 H -4.6299 -0.0666 1.9150
51 H -6.2092 1.5839 -1.0343
52 H -6.2417 1.4574 0.7323
53 H -6.7126 0.0837 -0.2617
54 H -1.5434 6.0833 -0.7145
55 H -2.8792 7.2192 -0.5529
56 H -3.0005 5.8622 -1.6786
57 H -1.6046 5.6610 1.7868
58 H -3.0792 5.0684 2.5449
59 H -2.9748 6.7490 2.0049
60 H -5.2066 5.3404 -0.5484
61 H -4.9254 6.6389 0.6082
62 H -5.2528 5.0121 1.1945
63 H 4.9430 3.0691 -0.9809
64 H 4.1072 -1.2572 -0.0376
65 H 5.1158 -1.6274 -1.4359
66 H 3.4198 -1.1979 -1.6649
67 H 5.6100 0.6557 0.7917
68 H 6.4312 1.6180 -0.4327
69 H 6.6462 -0.1261 -0.4044
70 H 4.3269 0.5568 -3.3081
71 H 5.9874 0.1294 -2.8803
72 H 5.4386 1.7990 -2.7414
73 C -0.9969 -5.2730 1.5658
74 N -0.5308 -4.4919 0.4453
75 C -0.0080 -5.0519 -0.6567
76 C 0.4448 -4.2796 -1.6785
77 C 0.3880 -2.8713 -1.5171
78 N -0.1278 -2.3201 -0.4238
79 C -0.6718 -3.0867 0.5681
80 O -1.2483 -2.6505 1.5308
81 N 0.8184 -2.0571 -2.4961
82 H -0.8321 -6.3306 1.3749
83 H -2.0584 -5.0841 1.7344
84 H -0.4579 -4.9668 2.4643
85 H 0.0252 -6.1320 -0.6925
86 H 0.8381 -4.7130 -2.5812
87 H 1.3553 -2.4294 -3.2580
88 H 0.9080 -1.0767 -2.2616
89 N 0.0777 -0.2623 2.0172
90 P 1.2398 -0.6854 2.9421
91 C 2.6536 0.4843 2.9090
92 C 4.0040 0.1886 2.9948
93 C 4.9235 1.2240 3.0684
94 C 4.4991 2.5422 3.0410
95 C 3.1503 2.8349 2.9251
96 C 2.2304 1.8077 2.8695
97 C 0.8064 -0.5950 4.7144
98 C -0.5138 -0.3774 5.0704
99 C -0.8533 -0.2703 6.4083
100 C 0.1255 -0.3858 7.3823
101 C 1.4490 -0.5977 7.0238
102 C 1.7922 -0.6966 5.6880
103 C 1.9265 -2.3854 2.7570
104 C 2.3352 -2.7556 1.4811
105 C 2.7310 -4.0528 1.2169
106 C 2.7097 -4.9978 2.2301
107 C 2.2777 -4.6438 3.4979
108 C 1.8770 -3.3452 3.7596
109 H 4.3339 -0.8426 3.0005
110 H 5.9798 1.0083 3.1665
111 H 5.2239 3.3424 3.1073
112 H 2.8141 3.8610 2.8849
113 H 1.1694 2.0050 2.7843
114 H -1.2459 -0.2971 4.2791
115 H -1.8806 -0.0945 6.6939
116 H -0.1392 -0.3058 8.4274
117 H 2.2126 -0.6829 7.7844
118 H 2.8217 -0.8556 5.3955
119 H 2.3174 -2.0112 0.6997
120 H 3.0554 -4.3288 0.2232
121 H 3.0240 -6.0117 2.0320
122 H 2.2492 -5.3845 4.2855
123 H 1.5248 -3.0762 4.7441

Entry 2:
Molecular formula: C5H10N2S
Method: DFT, ωB97M-V/def2-TZVPD

The HOMO energy comes out at -9.0 eV. As for the net charge: 0. Its SMILES is [H]/N=C(/N)[C@H]1C[C@H]1CS. The LUMO energy comes out at 0.806 eV. The gap between HOMO and LUMO comes out at 9.78 eV.

Cartesian coordinates (Å):
1 C 1.0049 -0.8718 0.2713
2 C 0.9697 0.6830 0.2870
3 C 0.3992 1.2521 -0.8481
4 C -0.3742 1.2814 0.3672
5 C -1.6448 0.4517 0.3145
6 H 1.1710 -2.4815 -0.9450
7 H 1.6393 -0.8243 -1.5883
8 H 0.1111 -1.0852 1.9928
9 H 1.8525 1.3106 0.5044
10 H 1.1258 2.1493 -1.2145
11 H -0.0176 0.7175 -1.7408
12 H -0.6049 2.2129 0.8665
13 H -1.9165 0.2136 1.3335
14 H -2.3399 1.2622 -0.0303
15 H -1.6866 -2.0150 0.5442
16 N 1.6528 -1.5383 -0.8178
17 N 0.5861 -1.5827 1.2097
18 S -1.9277 -1.1354 -0.5062

Entry 3:
Molecular formula: C6H15N4ORe
Method: DFT, ωB97M-V/def2-TZVPD

The HOMO energy (spin up / spin down) comes out at -9.6 / -10.4 eV. As for the net charge: +1. The LUMO energy (spin up / spin down) comes out at -3.895 / -3.940 eV. The gap between HOMO and LUMO (spin up / spin down) comes out at 5.74 / 6.42 eV. As for the spin multiplicity: 4.

Cartesian coordinates (Å):
1 C -3.4963 -1.5714 -3.4179
2 Re 0.1858 -1.0696 -0.4966
3 N 0.4456 -0.0485 -2.3163
4 H -1.3161 -1.6834 -0.3821
5 H -4.0126 -0.6796 -3.1892
6 H -4.0621 -2.4720 -3.1912
7 H -2.6732 -1.5268 -2.6851
8 H -3.0696 -1.5969 -4.4248
9 H 1.3888 -0.1566 -2.6931
10 H 0.2481 0.9485 -2.1886
11 H -0.2172 -0.4195 -2.9987
12 C 2.5644 -1.1894 2.5745
13 N 1.6398 -0.1088 2.2678
14 C 1.8110 1.2249 2.5321
15 C 0.9377 2.1189 1.9794
16 C -0.0448 1.7134 1.0774
17 N -0.1941 0.3741 0.8143
18 C 0.6176 -0.5118 1.4797
19 O 0.3903 -1.7915 1.3676
20 N -0.7966 2.5376 0.3026
21 H 3.3040 -0.8784 3.3019
22 H 3.0920 -1.5149 1.6656
23 H 1.9853 -2.0451 2.9332
24 H 2.6068 1.4579 3.2320
25 H 0.9927 3.1745 2.1956
26 H -0.7396 3.5357 0.4817
27 H -1.5877 2.1788 -0.2218